{
  "formula": "C22H37N3O5",
  "method": "the ωB97M-V functional and the def2-TZVPD basis",
  "symbols": ["C", "C", "C", "N", "C", "C", "O", "C", "O", "C", "C", "C", "O", "C", "C", "C", "C", "C", "C", "C", "H", "H", "H", "H", "H", "H", "H", "H", "H", "H", "H", "H", "H", "H", "H", "H", "H", "H", "H", "H", "H", "H", "H", "C", "N", "C", "C", "O", "H", "H", "H", "H", "H", "H", "H", "C", "N", "C", "C", "O", "H", "H", "H", "H", "H", "H", "H"],
  "xyz": [[-1.936837, 0.417953, 1.523258], [-2.235461, 1.370913, 0.403887], [-3.544754, 2.128087, 0.497757], [-1.412381, 1.474209, -0.561667], [-1.011277, 2.749502, -1.118517], [-0.785415, 3.800621, -0.049926], [0.201282, 2.509354, -1.841466], [0.185735, 2.885577, -3.143734], [-0.186436, 3.969418, -3.507858], [0.675046, 1.821799, -4.086373], [1.651882, 2.379983, -5.123793], [3.033783, 2.629069, -4.517005], [1.701113, 1.645659, -6.333721], [2.159613, 0.303715, -6.256143], [1.103733, -0.730012, -6.577690], [0.139159, -1.152095, -5.666491], [-0.810213, -2.104866, -6.005071], [-0.812528, -2.676709, -7.272461], [0.164697, -2.287182, -8.176342], [1.104046, -1.324419, -7.835879], [-1.422123, -0.468714, 1.159535], [-1.325833, 0.927495, 2.270258], [-2.854412, 0.125447, 2.035690], [-4.286404, 1.554931, 1.047648], [-3.902816, 2.364566, -0.502430], [-3.443422, 3.077966, 1.029978], [-1.802648, 3.111361, -1.787081], [-0.106980, 4.568143, -0.417059], [-1.721307, 4.278606, 0.228986], [-0.332676, 3.363770, 0.841191], [-0.194381, 1.442336, -4.626721], [1.131534, 0.987360, -3.554357], [1.263210, 3.360506, -5.400816], [2.963225, 3.441914, -3.794615], [3.770272, 2.826738, -5.290104], [3.330903, 1.751599, -3.935495], [2.937578, 0.199111, -7.015629], [2.626160, 0.060025, -5.298445], [0.105819, -0.755037, -4.661032], [-1.551439, -2.387418, -5.269561], [-1.568360, -3.408624, -7.519805], [0.177930, -2.752735, -9.153289], [1.842286, -1.058737, -8.582382], [2.316183, -1.918452, 4.018244], [1.500599, -0.719318, 4.004478], [2.043508, 0.511758, 3.456107], [0.246724, -0.718467, 4.488224], [-0.489361, 0.256545, 4.505990], [3.222570, -1.750966, 4.604352], [2.601952, -2.191622, 3.000296], [1.755570, -2.739646, 4.461635], [2.045858, 1.293446, 4.216730], [1.431091, 0.854150, 2.620854], [3.059465, 0.337325, 3.111183], [-0.066496, -1.700325, 4.874707], [-1.787284, -3.694173, 9.199652], [-1.179738, -3.275462, 7.953249], [-1.062438, -1.856812, 7.653109], [-0.712038, -4.153226, 7.049971], [-0.189804, -3.842841, 5.992934], [-2.815146, -3.331514, 9.258954], [-1.225001, -3.295619, 10.046232], [-1.794286, -4.780277, 9.263081], [-1.596288, -1.630613, 6.729979], [-0.011571, -1.602079, 7.511066], [-1.474331, -1.268399, 8.468264], [-0.840639, -5.204597, 7.355480]],
  "forces_ev_per_a": [[-0.8260, -0.4863, -0.2808], [-0.4109, -0.1824, -0.5282], [0.3596, 0.7187, 0.2315], [1.8077, 0.4413, 1.5963], [-1.7173, -0.1625, -0.1654], [0.3651, 0.0855, 0.1702], [-0.3850, -0.5041, -0.5015], [0.2227, 0.2700, 0.0998], [-0.1986, -0.1212, 0.0473], [0.5082, -0.2854, -0.3618], [0.1573, 0.8531, 0.0908], [-0.4408, -0.7007, 0.3828], [-0.2252, -0.2184, 0.2232], [0.1841, -0.2984, -0.2263], [-0.0778, -0.0498, -0.1629], [-0.0776, -0.0303, 0.1478], [0.0222, 0.0678, -0.1251], [0.1180, 0.2546, 0.3753], [-0.2998, -0.2530, -0.0612], [-0.1153, -0.1480, -0.1305], [0.1923, 0.0587, 0.0489], [0.1405, 0.0208, -0.0876], [0.0598, -0.1664, 0.0558], [-0.0448, -0.1214, -0.1146], [-0.0900, -0.0347, -0.0174], [0.0513, -0.0270, 0.0692], [0.4251, 0.2163, -0.4337], [-0.0812, 0.0483, -0.1395], [-0.0377, -0.0269, 0.0144], [-0.0030, -0.0877, -0.0158], [-0.1383, 0.0950, 0.0934], [-0.1350, 0.0346, 0.2190], [-0.1219, -0.1067, -0.3134], [0.1313, 0.1882, -0.1436], [0.0406, 0.1908, 0.0241], [0.2710, -0.0122, -0.1138], [0.1010, 0.0389, 0.0465], [-0.0794, 0.2135, 0.1316], [0.1262, 0.0800, -0.0042], [-0.0253, -0.0704, -0.0078], [0.0576, -0.0631, -0.1464], [0.1047, 0.0989, -0.0719], [0.0977, 0.1628, 0.1092], [0.0035, 0.1315, -0.0505], [0.1033, -0.0205, -0.0290], [-0.1650, -0.0173, 0.0603], [-0.1968, -0.1539, 0.0590], [0.0747, 0.0869, 0.0041], [0.0204, -0.0628, -0.0082], [0.0303, -0.0543, 0.0199], [-0.0299, 0.0220, 0.0160], [0.0237, 0.0352, -0.0338], [0.0442, 0.0372, -0.0192], [0.0050, -0.0346, 0.0031], [0.0444, -0.0104, -0.0113], [0.0324, 0.1621, -0.0894], [-0.0442, -0.0255, 0.0856], [0.0679, -0.1630, -0.1546], [0.0337, -0.0659, -0.0123], [0.0168, 0.0331, 0.0088], [-0.0138, -0.0404, 0.0570], [-0.0344, -0.0412, 0.0455], [0.0120, -0.0102, -0.0235], [0.0169, 0.1358, 0.0225], [-0.0283, 0.1189, -0.0091], [-0.0203, -0.0489, 0.0336], [-0.0098, 0.0049, 0.0016]],
  "lowdin_charge": [-0.04, -0.40, -0.03, 0.13, -0.39, -0.01, 0.03, -0.47, 0.13, -0.05, -0.39, -0.02, -0.09, -0.16, -0.19, -0.04, -0.08, -0.09, -0.09, -0.04, 0.09, 0.07, 0.07, 0.07, 0.08, 0.08, 0.15, 0.09, 0.07, 0.09, 0.14, 0.12, 0.14, 0.09, 0.09, 0.08, 0.12, 0.13, 0.10, 0.10, 0.10, 0.10, 0.11, -0.05, -0.19, -0.04, -0.35, -0.01, 0.09, 0.09, 0.07, 0.09, 0.08, 0.08, 0.11, -0.06, -0.19, -0.03, -0.34, 0.00, 0.09, 0.09, 0.08, 0.09, 0.09, 0.09, 0.13],
  "smiles": "CC(C)=N[C@@H](C)OC(=O)C[C@@H](C)OCc1ccccc1.CN(C)C=O.CN(C)C=O",
  "relative_energy_ev": 3.3269,
  "homo_ev": -8.5
}



{
  "formula": "C15H23ILuN5O2S",
  "method": "the ωB97M-V functional and the def2-TZVPD basis",
  "symbols": ["Lu", "O", "C", "C", "C", "C", "C", "C", "N", "H", "H", "H", "H", "H", "H", "H", "C", "C", "N", "C", "C", "N", "H", "H", "H", "H", "H", "H", "H", "C", "S", "C", "O", "H", "H", "H", "H", "H", "H", "I", "C", "C", "N", "N", "C", "H", "H", "H"],
  "xyz": [[-0.155079, 0.424820, -0.000633], [-0.625695, -1.069442, -1.553970], [0.235605, -1.221640, -2.776395], [0.968908, 0.043187, -2.930994], [1.767788, 0.157335, -4.057908], [2.544978, 1.315708, -4.210158], [2.660499, 2.199458, -3.122879], [1.882344, 2.031011, -1.928224], [1.007536, 0.949694, -1.921399], [-1.268581, -1.753335, -1.526912], [-0.406831, -1.362833, -3.624462], [0.920297, -2.134209, -2.746017], [1.641175, -0.615602, -4.860814], [3.142717, 1.454549, -5.104428], [3.320463, 3.093130, -3.162470], [1.995532, 2.745330, -1.150886], [-1.950075, -3.071702, 1.091349], [-1.955677, -1.901730, 1.967148], [-1.349619, -0.729566, 1.834227], [-1.545538, -0.068406, 3.004694], [-2.359307, -0.823810, 3.872544], [-2.650530, -1.978136, 3.153407], [-1.083722, -2.984921, 0.406923], [-2.915926, -3.191150, 0.526798], [-1.770624, -3.955266, 1.605879], [-0.937049, 0.796720, 3.146925], [-2.730663, -0.614740, 4.857724], [-3.340522, -2.709786, 3.419433], [0.492711, 2.095188, 1.152829], [3.321276, 0.158818, 2.396806], [3.093587, -0.365868, 0.655499], [3.609075, -2.121231, 0.611813], [1.601275, -0.569125, 0.597815], [2.513635, 0.835542, 2.692742], [4.292640, 0.738070, 2.396299], [3.392808, -0.713260, 3.078733], [2.743239, -2.729283, 1.002728], [4.505032, -2.385365, 1.220472], [3.702768, -2.380999, -0.468958], [-3.800896, 5.395537, 0.374330], [-3.214965, 3.415332, 0.137554], [-4.094707, 2.286664, 0.218064], [-3.372193, 1.194183, -0.068316], [-2.028794, 1.488102, -0.216362], [-1.947111, 2.778918, -0.083112], [-5.172107, 2.331208, 0.447136], [-3.692177, 0.217169, -0.053672], [-0.987501, 3.305730, -0.300901]],
  "forces_ev_per_a": [[1.1482, 0.6542, 2.5362], [1.5879, -0.2353, -1.7628], [-0.7607, -0.9909, 1.2021], [2.0252, 1.3652, 0.3370], [-0.5122, 0.4067, -0.9721], [0.1517, -0.5367, 0.9932], [-0.5155, 0.6896, 1.1200], [0.1203, -2.4532, -4.4369], [0.8158, 0.8660, 0.3510], [-0.9334, -1.1136, -0.0855], [-0.5287, -0.1190, -0.3580], [-0.8554, 1.2252, 0.5245], [0.4609, 0.9208, 0.7596], [-0.1268, 0.1146, 0.0749], [-0.4909, -0.8662, -0.1403], [-0.5163, 0.0836, 0.9560], [-0.3028, 1.1406, -2.7009], [-1.4684, -0.1538, 1.2087], [0.1236, -1.6176, -0.5811], [-0.9675, -0.7364, 1.8296], [0.9802, 0.8671, -1.9318], [0.4779, 0.7087, -0.0665], [-0.5786, -0.0377, 0.0152], [0.9382, 0.0823, 0.3305], [0.1537, -1.6144, 1.1877], [-0.3036, 0.7044, 0.4917], [-0.0323, -0.0514, 0.0503], [1.1027, 0.7973, -0.2850], [-0.0229, -0.7427, -0.6113], [1.7082, -0.1078, -0.0891], [0.9471, -0.4797, 1.3283], [-0.3934, -0.7678, 0.2307], [-0.9244, -0.5355, -0.4082], [-0.0017, -0.1907, -0.4529], [-0.9935, -0.6850, 0.1885], [-0.1123, 0.5081, -0.4963], [0.7713, 0.8872, -0.1884], [-0.4625, 0.5149, -0.7258], [0.3130, 0.2548, 0.8607], [0.3592, -0.5174, -0.0686], [-0.2643, -2.4944, 0.3233], [0.7476, 2.1266, -0.2981], [0.2005, -0.7685, 0.4309], [-3.1426, -0.7406, -0.2892], [-0.0722, 3.7770, -0.7219], [0.7786, -0.4847, -0.3148], [0.3406, 0.9355, 0.0575], [-0.9694, -0.5891, 0.5973]],
  "lowdin_charge": [1.46, -0.19, -0.08, -0.28, 0.01, 0.00, -0.01, -0.06, -0.04, 0.08, 0.13, 0.17, 0.15, 0.13, 0.13, 0.09, -0.01, -0.39, -0.03, -0.13, -0.02, 0.11, 0.08, 0.12, 0.07, 0.08, 0.12, 0.20, -0.11, -0.21, 0.91, -0.22, -0.77, 0.05, 0.08, 0.07, 0.08, 0.08, 0.06, 0.93, -0.71, -0.10, 0.01, -0.18, -0.24, 0.14, 0.17, 0.10],
  "charge": 2,
  "relative_energy_ev": 0.0000,
  "homo_ev": -13.5
}



{
  "formula": "C5H12Cl2O4PdSSe2",
  "method": "the ωB97M-V functional and the def2-TZVPD basis",
  "symbols": ["Pd", "C", "Se", "C", "C", "Se", "C", "H", "H", "H", "H", "H", "H", "H", "H", "H", "H", "Cl", "C", "Cl", "H", "H", "O", "S", "O", "O", "O"],
  "xyz": [[-0.480171, -0.913443, -0.004273], [2.991149, 0.318872, 0.785664], [2.040554, -0.871184, -0.418348], [1.805032, 0.358447, -1.912258], [1.118814, 1.653390, -1.533765], [-0.700318, 1.354437, -0.861018], [-0.638244, 2.586412, 0.635338], [3.898008, 0.670604, 0.298224], [3.255993, -0.276703, 1.655891], [2.372897, 1.155023, 1.099634], [1.213662, -0.227842, -2.617043], [2.782255, 0.561225, -2.350956], [1.034510, 2.306780, -2.401376], [1.657603, 2.189158, -0.753805], [-0.504175, 3.596761, 0.258191], [0.168510, 2.306660, 1.307558], [-1.592222, 2.500682, 1.149436], [-3.650401, 0.275229, 1.142784], [-3.126911, -0.963552, 2.291222], [-1.379018, -0.846469, 2.597858], [-3.324936, -1.938167, 1.858637], [-3.639431, -0.802166, 3.231022], [-0.395546, -2.132053, -2.093985], [-1.114964, -3.054487, -1.172238], [-1.047700, -4.437529, -1.523488], [-0.305544, -2.858335, 0.189757], [-2.439400, -2.511751, -0.858660]],
  "forces_ev_per_a": [[0.5136, 0.1223, 0.2312], [-0.0311, 0.0189, 0.0252], [-0.2660, -0.1019, -0.0380], [0.0058, -0.0184, -0.0226], [0.0105, 0.0192, -0.0020], [-0.1231, -0.0159, 0.0886], [0.0194, -0.0293, 0.0170], [0.0032, 0.0135, 0.0111], [0.0078, 0.0089, 0.0056], [0.0125, 0.0052, 0.0070], [0.0194, 0.0102, -0.0247], [0.0067, -0.0013, 0.0042], [-0.0115, 0.0028, 0.0003], [0.0173, 0.0159, -0.0213], [-0.0036, 0.0080, 0.0093], [-0.0038, 0.0175, 0.0129], [0.0081, 0.0022, 0.0008], [-0.0552, -0.0261, 0.0481], [-0.0250, 0.0288, -0.1626], [-0.0393, 0.0279, 0.0201], [0.0474, 0.0147, -0.0600], [0.0004, -0.0233, 0.0050], [-0.0487, -0.1009, -0.0850], [0.1911, -0.4960, 0.0300], [-0.0666, 0.0332, -0.0297], [-0.1083, 0.2750, -0.2039], [-0.0807, 0.1889, 0.1336]],
  "lowdin_charge": [0.41, -0.36, 1.06, -0.52, -0.50, 0.96, -0.36, 0.04, 0.03, 0.01, 0.06, 0.08, 0.07, 0.05, 0.03, 0.02, 0.00, 0.54, -0.94, 0.57, 0.03, 0.03, -0.42, 0.27, -0.28, -0.50, -0.37],
  "relative_energy_ev": 1.5341,
  "homo_ev": -8.5
}



| no. | DFT total energy (hartree) | orbital gap (eV) |
| --- | --- | --- |
| 1 | -1400.9176 | 9.229 |
| 2 | -2940.5569 | 8.011 |
| 3 | -6747.9343 | 7.084 |